Formula: C22H39BrN3O2
Source: the OMol25 dataset
Level of theory: ωB97M-V/def2-TZVPD

Geometry as ORCA input:
```
! wB97M-V def2-TZVPD RIJCOSX def2/J DEFGRID3
* xyz -1 1
C -0.945 -7.123 2.268
C -0.946 -5.640 1.987
C -2.098 -4.868 2.155
C -2.081 -3.500 1.920
C -0.924 -2.837 1.510
C -0.948 -1.342 1.253
C 0.321 -0.632 0.792
C 0.404 0.718 1.474
C 0.833 0.659 2.941
C 0.583 1.934 3.732
Br 2.027 3.251 3.533
C 0.257 -0.404 -0.708
C 0.300 -1.676 -1.563
C -0.297 -1.554 -2.967
C -1.784 -1.215 -3.041
N -2.561 -1.978 -2.064
C 0.225 -3.610 1.346
C 0.209 -4.981 1.580
H -0.334 -7.657 1.534
H -0.527 -7.335 3.257
H -1.955 -7.535 2.235
H -3.017 -5.357 2.471
H -2.997 -2.927 2.047
H -1.765 -1.181 0.521
H -1.311 -0.889 2.190
H 1.135 1.338 0.939
H -0.574 1.266 1.429
H 0.291 -0.145 3.454
H 1.890 0.383 2.984
H 0.501 1.766 4.802
H -0.298 2.457 3.365
H 1.123 0.211 -0.991
H -0.643 0.198 -1.000
H 1.354 -1.955 -1.688
H -0.174 -2.510 -1.039
H 0.250 -0.801 -3.543
H -0.151 -2.505 -3.498
H -1.953 -0.150 -2.853
H -2.120 -1.408 -4.073
H -2.350 -2.967 -2.117
H -3.554 -1.852 -2.200
H 1.130 -3.099 1.031
H 1.122 -5.555 1.431
C 5.902 7.154 5.939
C 5.483 5.735 5.610
O 6.149 4.780 5.975
N 4.340 5.578 4.898
C 3.450 6.605 4.401
H 6.825 7.105 6.507
H 6.070 7.735 5.031
H 5.141 7.661 6.534
H 4.096 4.618 4.700
H 2.447 6.479 4.813
H 3.373 6.559 3.313
H 3.818 7.588 4.679
C -2.985 0.847 -5.961
C -1.912 0.377 -6.917
O -0.755 0.223 -6.580
N -2.296 0.132 -8.207
C -3.615 0.255 -8.788
H -2.539 0.979 -4.981
H -3.405 1.797 -6.296
H -3.789 0.114 -5.887
H -1.541 -0.179 -8.796
H -3.966 -0.704 -9.176
H -3.619 0.978 -9.607
H -4.321 0.593 -8.037
*
```

HOMO-LUMO gap in eV: 3.750
Largest force on an atom in eV/A: 0.35
Electronic energy in eV: -102054.499
LUMO energy in eV: 2.19

=====

Formula: C29H59F3O22P3
Source: the OMol25 dataset
Level of theory: ωB97M-V/def2-TZVPD

Geometry as ORCA input:
```
! wB97M-V def2-TZVPD RIJCOSX def2/J DEFGRID3
* xyz -1 1
C 0.001 0.309 0.261
C -1.116 0.120 -0.772
O -1.618 -1.122 -0.896
H -0.362 0.070 1.267
H 0.380 1.338 0.306
H 0.847 -0.360 0.078
H -0.692 0.488 -1.746
H -1.854 0.922 -0.525
C 0.785 -0.716 -3.738
C -0.506 -0.161 -4.349
O -0.464 -0.647 -5.678
C 0.398 -1.690 -5.733
O 0.516 -2.433 -6.646
O 1.260 -1.654 -4.676
F -0.485 1.205 -4.395
H 0.425 -1.131 -2.788
H 1.404 0.149 -3.501
H -1.406 -0.469 -3.816
C -3.363 -1.417 2.385
C -2.242 -2.443 2.599
O -2.771 -3.141 3.722
C -3.852 -2.518 4.252
O -4.475 -2.939 5.165
O -4.120 -1.387 3.571
F -1.091 -1.781 2.892
H -3.972 -1.718 1.524
H -2.932 -0.482 2.027
H -2.074 -3.124 1.775
C -1.529 -4.119 -2.094
C -2.607 -3.330 -2.828
O -3.646 -4.266 -3.003
C -3.304 -5.469 -2.461
O -4.072 -6.355 -2.316
O -2.004 -5.469 -2.125
F -2.113 -3.025 -4.091
H -1.338 -3.770 -1.082
H -0.604 -4.073 -2.666
H -2.974 -2.423 -2.357
C 5.533 -0.158 4.547
C 6.688 -0.384 3.617
O 6.189 -0.629 2.290
P 7.109 -1.260 1.155
O 8.193 -0.367 0.764
O 7.568 -2.650 1.762
C 6.882 -3.872 1.541
C 7.466 -4.954 2.406
O 6.087 -1.679 0.034
C 5.143 -0.689 -0.470
C 3.755 -1.263 -0.504
H 4.726 -0.886 4.490
H 5.813 -0.168 5.610
H 5.161 0.870 4.518
H 7.375 0.463 3.612
H 7.253 -1.283 3.883
H 5.793 -3.821 1.675
H 6.929 -4.151 0.482
H 7.370 -4.721 3.466
H 6.894 -5.874 2.264
H 8.495 -5.154 2.110
H 5.242 0.279 0.021
H 5.487 -0.508 -1.493
H 3.100 -0.530 -0.979
H 3.754 -2.262 -0.933
H 3.306 -1.354 0.490
C -8.576 -0.633 -3.906
C -7.386 -0.192 -3.081
O -6.256 0.025 -3.929
P -5.800 1.525 -4.221
O -6.819 2.370 -4.833
O -4.456 1.315 -5.031
C -4.513 1.169 -6.441
C -3.295 0.333 -6.854
O -5.253 2.020 -2.816
C -4.233 1.233 -2.154
C -4.678 0.946 -0.739
H -9.376 -0.960 -3.235
H -8.966 0.144 -4.558
H -8.286 -1.517 -4.476
H -7.628 0.691 -2.482
H -7.128 -0.958 -2.346
H -5.407 0.669 -6.823
H -4.494 2.105 -7.007
H -3.233 -0.463 -6.114
H -3.379 -0.039 -7.872
H -2.400 0.952 -6.798
H -4.061 0.266 -2.628
H -3.330 1.835 -2.177
H -4.206 0.068 -0.296
H -4.492 1.806 -0.088
H -5.751 0.766 -0.616
C 1.022 6.164 6.315
C 1.476 4.716 6.486
O 1.305 3.989 5.256
P 2.476 3.966 4.181
O 3.455 5.043 4.304
O 3.091 2.515 4.320
C 2.302 1.375 3.967
C 2.567 0.770 2.594
O 1.679 3.882 2.819
C 1.666 5.003 1.904
C 0.434 4.875 1.047
H 1.310 6.768 7.167
H 1.441 6.576 5.394
H -0.035 6.083 6.040
H 2.539 4.702 6.738
H 0.891 4.213 7.250
H 2.361 0.661 4.789
H 1.243 1.649 3.931
H 2.177 -0.238 2.498
H 2.038 1.428 1.906
H 3.622 0.830 2.318
H 1.654 5.942 2.464
H 2.612 5.001 1.360
H 0.463 4.011 0.390
H -0.438 4.833 1.701
H 0.315 5.804 0.484
*
```

HOMO-LUMO gap in eV: 7.150
Largest force on an atom in eV/A: 2.41
Electronic energy in eV: -112103.999
LUMO energy in eV: 2.07
Energy relative to the best compared isomer or geometry (same formula, charge and spin) in kcal/mol: 0.0

=====

Formula: C30H59ClIrP2Si2
Source: the OMol25 dataset
Level of theory: ωB97M-V/def2-TZVPD

Geometry as ORCA input:
```
! wB97M-V def2-TZVPD RIJCOSX def2/J DEFGRID3
* xyz 0 6
Ir 0.341 0.111 -0.352
C 1.161 -1.829 -2.247
C 0.336 -0.857 -2.839
C 0.899 0.461 -2.497
Si -1.250 -1.299 -3.715
C 2.094 0.230 -1.731
C 2.258 -1.229 -1.604
Si 3.511 -2.221 -0.644
H 0.951 -2.909 -2.243
H 0.589 1.426 -2.867
H 2.798 0.998 -1.449
Cl -0.298 4.037 1.736
C 3.294 -4.044 -0.992
C 5.266 -1.728 -1.075
C -1.344 -3.147 -3.972
C -1.391 -0.450 -5.377
H 5.535 -2.247 -2.006
H 5.960 -2.052 -0.288
H 5.394 -0.652 -1.238
H 2.298 -4.387 -0.688
H 4.053 -4.621 -0.448
H 3.414 -4.235 -2.067
H -0.777 -1.017 -6.091
H -1.039 0.587 -5.376
H -2.431 -0.471 -5.726
H -0.489 -3.487 -4.570
H -2.266 -3.404 -4.508
H -1.330 -3.681 -3.015
C 3.036 -1.798 1.137
C -2.550 -0.702 -2.481
P 2.372 -0.099 1.294
H 3.885 -1.981 1.813
H 2.215 -2.470 1.435
P -2.013 0.788 -1.555
H -2.673 -1.489 -1.717
H -3.520 -0.559 -2.980
C -3.593 1.418 -0.748
C -1.958 2.108 -2.904
C 3.918 0.941 0.942
C 2.297 0.193 3.143
C 0.844 0.225 3.555
H 2.729 1.191 3.302
C 3.001 -0.851 4.006
H 2.608 -1.855 3.794
H 2.769 -0.617 5.053
H 4.089 -0.858 3.896
H 0.308 1.057 3.087
H 0.747 0.286 4.647
H 0.362 -0.700 3.227
H 4.224 0.640 -0.070
C 5.054 0.646 1.923
C 3.584 2.435 0.948
H 5.330 -0.415 1.973
H 4.798 1.001 2.930
H 5.938 1.207 1.593
H 2.961 2.734 0.098
H 4.524 3.000 0.901
H 3.056 2.729 1.867
H -1.245 1.729 -3.648
C -1.441 3.427 -2.321
C -3.327 2.300 -3.555
H -3.755 1.371 -3.953
H -3.222 3.015 -4.381
H -4.036 2.738 -2.842
H -0.378 3.386 -2.057
H -1.995 3.715 -1.416
H -1.579 4.217 -3.072
C -3.447 1.216 0.738
C -4.891 0.732 -1.196
H -3.641 2.494 -0.951
H -4.806 -0.361 -1.114
H -5.204 0.979 -2.217
H -5.699 1.061 -0.528
H -3.362 0.144 0.920
H -4.367 1.554 1.243
H -2.596 1.740 1.174
C 0.330 2.032 0.219
H 0.893 2.673 -0.465
H -0.712 2.364 0.220
H 0.791 2.096 1.209
C -2.471 0.673 3.837
C -2.406 -0.747 3.239
C -1.805 -1.714 4.274
C -3.858 -1.150 2.976
C -1.610 -0.749 1.980
C -0.825 -0.528 1.032
H -3.082 0.651 4.747
H -2.944 1.358 3.126
H -1.487 1.074 4.099
H -2.520 -1.856 5.099
H -1.596 -2.695 3.828
H -0.900 -1.306 4.743
H -4.388 -0.371 2.423
H -3.938 -2.098 2.431
H -4.363 -1.252 3.942
*
```

HOMO-LUMO gap (spin up / spin down) in eV: 5.159 / 5.101
Largest force on an atom in eV/A: 3.17
Electronic energy in eV: -81755.195
LUMO energy (spin up / spin down) in eV: 0.54 / -2.31
Energy relative to the best compared isomer or geometry (same formula, charge and spin) in kcal/mol: 42.3

=====

Formula: CH7N2O3
Source: the OMol25 dataset
Level of theory: ωB97M-V/def2-TZVPD

Geometry as ORCA input:
```
! wB97M-V def2-TZVPD RIJCOSX def2/J DEFGRID3
* xyz 1 1
C 1.684 -0.468 0.010
N 1.182 0.733 -0.115
N 0.945 -1.519 0.254
O -3.062 1.321 -0.719
O -1.213 0.194 0.194
O -2.555 0.561 0.400
H 2.683 -0.757 -0.186
H 1.821 1.465 -0.242
H 0.140 0.804 -0.021
H -2.450 1.243 1.161
H 1.162 -2.529 0.299
H -0.025 -1.505 0.485
H -3.590 0.765 -1.402
*
```

HOMO-LUMO gap in eV: 11.254
Largest force on an atom in eV/A: 2.50
Electronic energy in eV: -10259.844
LUMO energy in eV: -3.59
Energy relative to the best compared isomer or geometry (same formula, charge and spin) in kcal/mol: 97.9

=====

Formula: C4H10N4
Source: the OMol25 dataset
Level of theory: ωB97M-V/def2-TZVPD

Geometry as ORCA input:
```
! wB97M-V def2-TZVPD RIJCOSX def2/J DEFGRID3
* xyz 0 1
H -1.180 -2.257 -1.752
N -0.291 -1.886 -1.399
N -0.084 -0.742 -1.841
N 1.066 -0.142 -1.325
N 0.902 0.104 0.059
C 1.602 -0.889 0.864
C -0.504 0.517 0.361
C -1.252 -0.029 1.335
C -0.875 1.866 -0.205
H 1.257 0.727 -1.822
H 2.641 -0.982 0.532
H 1.139 -1.882 0.808
H 1.597 -0.576 1.913
H -1.010 -0.992 1.771
H -2.104 0.494 1.754
H -1.654 2.354 0.389
H -1.238 1.774 -1.233
H -0.013 2.541 -0.210
*
```

HOMO-LUMO gap in eV: 9.505
Largest force on an atom in eV/A: 2.42
Electronic energy in eV: -10266.816
LUMO energy in eV: 0.91
Energy relative to the best compared isomer or geometry (same formula, charge and spin) in kcal/mol: 93.0
Structure (SMILES): [H]/N=N/NN(C)C(=C)C

=====

Formula: C9H15F4K2LiN4NaO8S3
Source: the OMol25 dataset
Level of theory: ωB97M-V/def2-TZVPD

Geometry as ORCA input:
```
! wB97M-V def2-TZVPD RIJCOSX def2/J DEFGRID3
* xyz 1 1
O 0.821 0.217 2.862
C 1.723 -0.073 3.873
C 1.226 -0.705 5.174
C 2.245 -0.977 6.325
S 1.806 -1.721 7.924
C 3.693 -0.626 6.130
N 4.780 -0.782 7.003
S 6.106 -0.097 6.133
N 5.477 0.410 4.596
C 4.122 0.021 4.781
C 3.168 0.278 3.665
H 0.639 1.171 2.934
H 0.150 -0.947 5.280
H 2.870 -2.576 8.117
H 3.483 0.759 2.717
Li 4.577 2.316 5.770
C 0.947 -1.580 -1.775
F -0.266 -1.790 -2.287
F 1.607 -2.746 -1.856
F 1.582 -0.716 -2.611
S 0.872 -0.938 -0.045
O 0.185 -1.953 0.708
O 0.146 0.315 -0.132
O 2.272 -0.763 0.357
Na 2.410 -2.420 4.426
O -0.607 0.712 -3.325
H -0.195 1.233 -4.033
C -3.979 2.265 -1.525
O -5.113 2.461 -1.929
N -3.272 1.143 -1.821
N -3.314 3.161 -0.733
H -2.338 0.976 -1.492
H -3.719 0.456 -2.401
H -3.797 4.006 -0.487
H -2.383 3.011 -0.395
K 6.190 -0.154 8.431
F -1.807 1.152 -4.462
K 3.720 0.942 -0.208
C -2.952 -1.087 -7.150
O -2.357 0.182 -6.887
H -2.423 -1.553 -7.980
H -2.869 -1.725 -6.265
H -4.004 -0.959 -7.418
H -2.838 0.574 -6.152
O -6.102 -0.645 -7.795
H -6.334 -0.428 -8.705
H -6.148 0.200 -7.334
*
```

HOMO-LUMO gap in eV: 4.788
Largest force on an atom in eV/A: 7.56
Electronic energy in eV: -112550.626
LUMO energy in eV: -4.09

=====

Formula: C6H9N
Source: the OMol25 dataset
Level of theory: ωB97M-V/def2-TZVPD

Geometry as ORCA input:
```
! wB97M-V def2-TZVPD RIJCOSX def2/J DEFGRID3
* xyz 0 1
C 0.525 -0.690 -1.608
C 0.187 0.019 -0.300
C -0.462 1.378 -0.358
C 1.478 0.341 0.498
C -1.501 1.277 0.581
C -1.641 -0.035 1.047
N -0.709 -0.823 0.536
H 1.076 0.002 -2.249
H -0.367 -1.024 -2.146
H 1.164 -1.564 -1.417
H 2.268 0.619 -0.203
H 1.802 -0.522 1.087
H 1.321 1.192 1.165
H -2.128 2.091 0.932
H -2.378 -0.443 1.738
H -0.635 -1.817 0.697
*
```

HOMO-LUMO gap in eV: 8.252
Largest force on an atom in eV/A: 0.43
Electronic energy in eV: -7855.144
LUMO energy in eV: 0.54
Energy relative to the best compared isomer or geometry (same formula, charge and spin) in kcal/mol: 69.5

=====

Formula: CH5IN2
Source: the OMol25 dataset
Level of theory: ωB97M-V/def2-TZVPD

Geometry as ORCA input:
```
! wB97M-V def2-TZVPD RIJCOSX def2/J DEFGRID3
* xyz 0 1
C 0.029 3.168 -1.997
N -0.123 2.165 -1.174
N 0.281 0.967 -1.088
I -0.550 -3.342 2.711
H -1.335 -2.877 1.443
H 0.638 3.131 -2.882
H -0.347 4.222 -1.838
H -0.919 2.305 -0.450
H 0.704 0.699 -2.030
*
```

HOMO-LUMO gap in eV: 8.906
Largest force on an atom in eV/A: 3.90
Electronic energy in eV: -12195.800
LUMO energy in eV: 0.88
Energy relative to the best compared isomer or geometry (same formula, charge and spin) in kcal/mol: 41.1

=====

Which formula does entry 7 have?
C6H9N

=====

What is the electronic energy in the seventh record?
-7855.144 eV